Entry 1:
Entry from OMol25: a molecular structure, CH4InO (ωB97M-V/def2-TZVPD).

The lowest unoccupied orbital energy comes out at -22.808 eV. For the HOMO energy, the calculation gives -26.9 eV.

Geometry as ORCA input:
```
! RIJCOSX wB97M-V def2-TZVPD def2/J DEFGRID3
* xyz 3 1
In -2.738 -1.207 -1.498
O 0.048 -0.611 -0.327
C 0.399 0.547 0.331
H 0.757 -1.309 -0.142
H 0.588 0.270 1.420
H -0.416 1.277 0.300
H 1.361 1.031 -0.084
*
```


Entry 2:
Entry from OMol25: a molecular structure, CH4KOSe2Te2 (ωB97M-V/def2-TZVPD).

The lowest unoccupied orbital energy comes out at 2.251 eV. For the HOMO energy, the calculation gives -3.4 eV.

Geometry as ORCA input:
```
! RIJCOSX wB97M-V def2-TZVPD def2/J DEFGRID3
* xyz -1 1
Te -0.082 3.175 -1.091
Te 2.385 2.171 -0.597
Se 2.803 0.422 -2.353
Se -1.742 1.927 0.350
K -0.042 -0.262 -1.281
O -1.709 -1.359 0.603
C -1.626 -1.601 1.999
H -0.957 -0.885 2.484
H -1.239 -2.608 2.149
H -1.883 -0.393 0.506
H -2.609 -1.531 2.474
*
```


Entry 3:
Entry from OMol25: a single CH4N2 molecule (ωB97M-V/def2-TZVPD).

As for the SMILES: C=NN. The lowest unoccupied orbital energy comes out at 1.199 eV. For the HOMO energy, the calculation gives -9.5 eV.

Geometry as ORCA input:
```
! RIJCOSX wB97M-V def2-TZVPD def2/J DEFGRID3
* xyz 0 1
N -0.619 0.527 0.136
N 0.005 -0.172 1.191
C -0.012 0.439 -0.963
H -0.339 0.998 -1.830
H 0.880 -0.217 -0.957
H 0.750 -0.764 0.768
H -0.666 -0.810 1.655
*
```


Entry 4:
Entry from OMol25: a single CH4N2 molecule (ωB97M-V/def2-TZVPD).

As for the SMILES: [H]/N=C\N. The lowest unoccupied orbital energy comes out at 1.031 eV. For the HOMO energy, the calculation gives -9.6 eV.

Geometry as ORCA input:
```
! RIJCOSX wB97M-V def2-TZVPD def2/J DEFGRID3
* xyz 0 1
N -0.757 0.632 0.569
N 1.077 -0.520 -0.524
C -0.196 -0.412 -0.202
H -0.954 -1.160 -0.254
H 1.485 0.345 -0.096
H -0.021 1.192 1.035
H -1.576 1.310 0.213
*
```